(1)
{
  "formula": "C8H13ClO4Ti",
  "method": "the ωB97M-V functional and the def2-TZVPD basis",
  "e_lumo_ev": [0.09, -1.05],
  "gap_ev": [6.8, 7.6],
  "multiplicity": 3,
  "de_lowest_kj_mol": 76.23,
  "fmax_ha_per_bohr": 0.1793,
  "species": ["C", "C", "C", "H", "C", "H", "H", "H", "C", "H", "H", "C", "H", "H", "C", "H", "H", "C", "H", "H", "Ti", "H", "O", "Cl", "O", "O", "O"],
  "xyz": [[-2.0843, -1.2323, -0.6439], [1.1992, -0.3037, -0.0780], [-1.1895, 0.0612, -0.7916], [-2.7168, -1.1293, 0.2507], [1.3842, 0.9845, -0.7269], [2.1105, -0.6283, 0.4501], [-0.8358, -0.1102, -1.8347], [2.3992, 1.2726, -0.9968], [-1.0290, 1.4023, -0.4864], [0.8385, 3.7127, 1.8699], [-1.8367, 2.1184, -0.2981], [-0.8355, -2.1392, -0.2847], [-0.9630, -3.1313, -0.7325], [-0.8182, -2.2773, 0.8011], [0.5761, -1.5785, -0.7267], [0.5842, -1.4756, -1.8195], [1.2840, -2.3833, -0.4896], [0.2519, 1.8536, -1.2625], [0.1091, 1.6234, -2.3353], [0.4498, 2.9332, -1.2231], [0.6344, 1.1631, 0.9949], [-2.7234, -1.6785, -1.4011], [-0.6384, 0.1379, 2.2314], [0.5318, -0.5566, 3.0988], [0.7145, -1.9501, 2.6575], [1.7179, 0.3393, 2.5288], [0.8853, 2.9719, 1.2483]],
  "forces_ev_per_a": [[1.991, 1.586, 3.272], [2.198, -3.229, -4.387], [-3.664, 0.479, -3.644], [0.131, -0.225, -0.190], [2.670, -1.534, -4.217], [-0.093, 0.241, -0.541], [1.178, -0.078, 1.301], [-0.068, 0.337, 0.471], [-0.762, -0.778, -1.853], [0.083, -0.490, -0.452], [0.469, -0.400, 1.023], [0.096, -0.247, 0.153], [0.117, 0.091, 0.023], [0.045, 0.034, -0.253], [-0.550, -0.900, 0.238], [0.161, -0.033, 0.240], [-0.141, 0.069, -0.030], [-0.835, 0.080, -0.542], [-0.097, -0.047, 0.260], [0.167, -0.453, 0.356], [-3.726, 4.507, 7.130], [0.486, 0.830, -0.828], [1.118, -1.585, 1.772], [0.129, 0.525, -2.338], [-0.214, 1.682, 0.686], [-1.189, -1.510, 1.760], [0.300, 1.049, 0.591]]
}

(2)
{
  "formula": "CH7OS",
  "method": "the ωB97M-V functional and the def2-TZVPD basis",
  "total_charge": 1,
  "e_lumo_ev": -5.88,
  "gap_ev": 10.4,
  "de_lowest_kj_mol": 182.42,
  "fmax_ha_per_bohr": 0.0748,
  "species": ["O", "H", "H", "H", "C", "S", "H", "H", "H", "H"],
  "xyz": [[1.5161, -1.2871, -0.9561], [-2.0161, 0.7311, 0.1167], [1.1135, -1.5701, -1.7859], [2.4627, -1.4683, -0.9980], [-0.1461, 1.3516, 1.0484], [-0.8176, 0.0552, -0.0169], [-0.0988, 1.0153, 2.0904], [0.8151, 1.6939, 0.7341], [-0.6767, 2.3116, 1.1329], [-0.1024, -1.0776, 0.3499]],
  "forces_ev_per_a": [[-0.456, 0.137, 0.319], [-0.576, -2.309, 0.722], [0.382, -0.064, -0.064], [-0.121, -0.100, -0.070], [0.808, 0.714, 1.486], [1.102, 3.302, -1.632], [0.081, -0.266, -0.352], [0.879, -0.442, -0.376], [-0.831, -0.710, -0.752], [-1.268, -0.263, 0.720]]
}

(3)
{
  "formula": "C3H6FN2",
  "method": "the ωB97M-V functional and the def2-TZVPD basis",
  "smiles": "FC1=[NH+]CCN1",
  "total_charge": 1,
  "e_lumo_ev": -4.47,
  "gap_ev": 10.6,
  "de_lowest_kj_mol": 163.85,
  "fmax_ha_per_bohr": 0.1178,
  "species": ["C", "C", "C", "N", "N", "F", "H", "H", "H", "H", "H", "H"],
  "xyz": [[1.9837, 0.0224, 0.0089], [-0.2164, 0.7391, -0.1488], [-0.3753, -0.7977, -0.0069], [1.2070, 1.0277, -0.0661], [0.9184, -1.4136, -0.1997], [3.2482, -0.0387, 0.0399], [-0.5824, 1.0971, -1.1163], [-0.7366, 1.2805, 0.6465], [-0.8227, -1.0544, 0.9600], [-1.0243, -1.1664, -0.8079], [1.5248, 1.9962, -0.1226], [1.1991, -2.1201, 0.4697]],
  "forces_ev_per_a": [[-3.458, -4.936, -0.603], [-0.991, -0.211, -0.157], [-0.595, 0.044, 0.209], [1.052, 0.535, 0.111], [3.915, 4.176, 0.003], [-0.484, 0.373, 0.017], [0.130, -0.040, 0.175], [0.111, -0.069, -0.166], [0.099, 0.121, -0.157], [-0.014, 0.127, 0.223], [0.153, -0.219, 0.061], [0.082, 0.099, 0.283]]
}

(4)
{
  "formula": "C19H19N2O6P2STa",
  "method": "the ωB97M-V functional and the def2-TZVPD basis",
  "total_charge": 2,
  "e_lumo_ev": -7.27,
  "gap_ev": 6.1,
  "de_lowest_kj_mol": 156.40,
  "fmax_ha_per_bohr": 0.0214,
  "species": ["Ta", "S", "C", "C", "C", "C", "C", "C", "C", "C", "C", "N", "H", "H", "H", "H", "H", "H", "N", "C", "C", "P", "O", "O", "O", "P", "O", "O", "O", "H", "H", "H", "H", "H", "H", "H", "H", "C", "C", "C", "C", "C", "C", "C", "C", "H", "H", "H", "H", "H"],
  "xyz": [[0.9103, 0.2177, 0.2938], [4.2253, 0.5967, 3.4784], [4.9227, 0.7344, 1.9098], [4.0034, 0.6003, 0.9245], [2.6653, 0.4114, 1.4188], [2.6901, 0.3659, 2.7947], [1.4741, -0.0608, 3.4610], [1.3372, -0.1995, 4.8288], [0.1549, -0.7088, 5.3453], [-0.8445, -1.0715, 4.4647], [-0.6480, -0.8906, 3.1070], [0.4822, -0.3903, 2.5868], [5.9849, 0.9006, 1.8141], [4.2661, 0.6570, -0.1200], [2.1565, 0.0804, 5.4770], [0.0282, -0.8279, 6.4130], [-1.7812, -1.4865, 4.8077], [-1.4261, -1.1501, 2.4114], [0.1945, -0.2589, -4.0507], [1.4065, -0.1459, -3.1402], [2.6949, -0.2188, -3.9420], [1.1437, 1.4407, -2.1922], [1.4428, 2.5111, -3.2905], [2.0714, 1.4310, -0.9803], [-0.2246, 1.3680, -1.6011], [1.1798, -1.4976, -1.8737], [1.4997, -2.7712, -2.7205], [2.1052, -1.2110, -0.6912], [-0.1910, -1.3280, -1.3055], [0.1779, 0.4974, -4.7422], [-0.6618, -0.2059, -3.4780], [0.1961, -1.1463, -4.5635], [2.7621, 0.5988, -4.6603], [2.7818, -1.1703, -4.4677], [3.5443, -0.1358, -3.2623], [1.3999, 3.4551, -3.0695], [1.4785, -3.6471, -2.3039], [-1.1133, 0.3058, 0.6391], [-2.3262, 0.3116, 0.5200], [-3.7430, 0.3213, 0.3964], [-4.4765, -0.8427, 0.6543], [-5.8550, -0.8227, 0.5462], [-6.5100, 0.3491, 0.1897], [-5.7840, 1.5060, -0.0649], [-4.4047, 1.4987, 0.0320], [-3.9609, -1.7533, 0.9334], [-6.4231, -1.7217, 0.7443], [-7.5887, 0.3613, 0.1124], [-6.2981, 2.4174, -0.3386], [-3.8339, 2.3970, -0.1623]],
  "forces_ev_per_a": [[0.134, -1.088, -0.087], [-0.138, -0.038, -0.144], [0.025, -0.063, 0.081], [0.015, 0.272, -0.100], [0.418, 0.444, 0.018], [-0.319, -0.138, 0.093], [-0.065, -0.152, 0.120], [-0.014, 0.031, -0.060], [0.093, 0.029, 0.012], [-0.071, -0.041, -0.107], [-0.026, -0.041, 0.023], [0.380, 0.062, 0.045], [-0.030, 0.006, -0.002], [-0.003, 0.015, 0.006], [-0.016, 0.018, 0.001], [-0.005, 0.010, -0.009], [0.021, -0.013, -0.005], [-0.021, -0.006, -0.070], [-0.082, -0.008, 0.017], [0.009, 0.011, 0.090], [0.072, 0.001, 0.018], [-0.121, 0.164, -0.366], [0.095, -0.149, 0.048], [0.264, 0.024, 0.255], [-0.111, -0.018, -0.084], [-0.128, -0.197, -0.290], [0.087, 0.160, 0.034], [0.151, 0.118, 0.250], [-0.153, -0.012, 0.000], [-0.008, 0.014, -0.002], [-0.025, 0.000, -0.026], [-0.010, -0.012, -0.001], [-0.009, 0.006, 0.006], [-0.008, -0.003, 0.006], [-0.011, -0.003, -0.019], [-0.027, -0.002, 0.018], [-0.023, -0.002, 0.017], [-0.339, 0.522, 0.121], [0.146, 0.090, 0.059], [-0.208, -0.031, 0.040], [0.069, 0.053, 0.020], [-0.048, -0.026, -0.010], [0.047, 0.012, 0.002], [-0.063, 0.005, -0.010], [0.055, -0.040, -0.013], [-0.014, 0.015, -0.004], [0.009, 0.006, -0.003], [0.001, 0.001, 0.002], [0.006, -0.003, 0.003], [0.002, -0.004, 0.009]]
}

(5)
{
  "formula": "C2H11O4",
  "method": "the ωB97M-V functional and the def2-TZVPD basis",
  "total_charge": -1,
  "e_lumo_ev": 4.14,
  "gap_ev": 7.9,
  "de_lowest_kj_mol": 116.40,
  "fmax_ha_per_bohr": 0.0765,
  "species": ["C", "O", "C", "H", "H", "H", "H", "H", "H", "H", "O", "H", "H", "O", "H", "H", "O"],
  "xyz": [[-1.2554, -1.0221, -0.2522], [-0.5237, 0.2630, -0.3583], [-0.7630, -1.9735, 0.8638], [-2.2906, -0.8841, -0.2285], [-0.9442, -1.5053, -1.1768], [-1.1758, -1.4979, 1.7799], [-1.0941, -3.0372, 0.8687], [0.2887, -1.8616, 0.7126], [0.1468, 0.9810, 1.3038], [1.2820, 1.7033, 1.8004], [0.5425, 1.3016, 2.1867], [2.4040, -0.1891, 0.1815], [1.2513, 0.3590, -0.6995], [2.1697, 0.0390, -0.6678], [-0.1150, 3.0795, -1.6784], [0.0323, 1.6646, -2.1732], [0.0446, 2.5798, -2.4627]],
  "forces_ev_per_a": [[3.517, 1.045, -1.421], [-1.021, -1.319, 1.253], [-1.468, 1.295, 0.399], [-1.868, 0.358, 0.055], [-0.613, -0.489, -0.519], [0.947, -0.464, 0.016], [0.115, 0.690, -0.493], [0.911, -0.335, 0.785], [-0.492, -0.287, 0.861], [2.073, 1.196, -0.378], [-1.847, -1.143, -0.851], [0.259, -0.665, 2.917], [-0.946, -0.608, 0.625], [0.623, 0.873, -3.420], [-0.219, 0.285, 0.872], [-0.279, -0.493, 0.486], [0.310, 0.059, -1.185]]
}